[1]
Entry from the OMol25 dataset: a 2-piece molecular cluster, C4H8NO overall in a non-equilibrium geometry (ωB97M-V/def2-TZVPD).

Geometry as XYZ:
```
14
Properties=species:S:1:pos:R:3:forces:R:3
C 1.538 -0.248 0.108 -1.21 -0.89 -0.08
C 2.604 0.707 -0.073 0.15 -0.20 3.64
C -1.517 -1.384 0.065 -0.43 -2.03 2.25
C -1.213 0.953 -0.161 2.60 2.19 2.68
N -0.801 -0.315 -0.384 1.91 -0.45 -1.58
O 2.638 -0.845 0.028 -0.57 0.60 -0.15
H 2.830 1.048 -1.039 0.60 0.69 -0.91
H 2.887 1.119 0.974 0.12 -0.17 -2.45
H -2.219 -1.678 -0.716 0.19 -0.29 -0.69
H -2.222 -1.257 0.936 0.89 0.35 -0.41
H -0.774 -2.198 0.278 -1.06 0.29 -0.40
H -0.694 1.706 -0.694 0.54 0.47 -1.42
H -0.835 1.280 0.878 -0.97 -0.66 -0.64
H -2.225 1.112 -0.199 -2.77 0.09 0.15
```
Forces are in eV/Å.

* E_tot: -286.66804 hartree
* charge: +1
* max |F|: 4.33 eV/A
* ΔE to the lowest compared entry with this formula, charge and spin: 172.22 kcal/mol
* gap between HOMO and LUMO (spin up / spin down): 0.3026 / 0.2655 Eh

=====

[2]
Entry from the OMol25 dataset: C6H12N2 as an isolated structure in a non-equilibrium geometry (ωB97M-V/def2-TZVPD).

Geometry as XYZ:
```
20
Properties=species:S:1:pos:R:3:forces:R:3
C -0.038 -0.134 -0.823 -0.90 0.17 -0.06
C 0.635 -1.463 -1.164 0.04 0.10 0.24
C 0.675 1.106 -1.356 0.00 -0.05 0.27
C -1.332 0.081 0.809 1.10 -0.65 -0.81
N 1.114 0.312 1.592 -0.60 -0.47 -0.58
C 0.229 1.214 1.964 -0.33 0.03 -0.81
C -2.209 -0.904 0.745 -0.01 0.09 0.02
N -1.029 1.111 1.547 0.19 0.51 0.65
H -1.015 -0.147 -1.303 -0.02 -0.01 0.04
H 0.567 -0.109 0.489 0.50 0.43 1.20
H 2.082 0.549 1.777 -0.09 -0.02 -0.24
H 0.509 2.128 2.482 -0.01 -0.12 0.16
H 1.652 -1.501 -0.768 0.02 -0.06 -0.01
H 0.201 2.017 -0.981 0.01 -0.03 0.01
H 0.690 -1.603 -2.248 -0.02 0.04 0.05
H 0.077 -2.301 -0.742 0.03 0.01 -0.01
H 0.638 1.141 -2.448 0.02 -0.04 0.04
H 1.721 1.123 -1.043 0.03 0.02 -0.07
H -2.257 -1.586 -0.089 0.08 -0.01 -0.01
H -2.909 -1.033 1.560 -0.03 0.08 -0.05
```
Forces are in eV/Å.

* E_tot: -345.19265 hartree
* max |F|: 1.52 eV/A
* ΔE to the lowest compared entry with this formula, charge and spin: 84.85 kcal/mol
* gap between HOMO and LUMO: 0.3461 Eh

=====

[3]
Entry from the OMol25 dataset: one molecule with the formula C5H7BrClOP in a non-equilibrium geometry (ωB97M-V/def2-TZVPD).

Geometry as XYZ:
```
16
Properties=species:S:1:pos:R:3:forces:R:3
C 0.162 -1.831 0.149 0.36 -2.20 -0.37
C -0.904 -1.337 -0.449 -2.50 -0.11 -0.03
C 1.219 -1.040 0.675 4.31 2.96 -0.89
C -1.293 0.102 -0.563 2.58 1.67 -0.84
C -0.007 1.302 -0.084 -2.92 -1.39 -2.59
O -0.201 2.411 -0.926 -0.95 2.02 0.55
P 1.591 0.456 -0.462 -1.40 -1.30 -0.47
Cl 2.988 1.299 0.701 0.64 0.85 0.78
Br -2.973 0.337 0.432 0.44 0.34 -0.12
H 0.508 -2.871 0.260 -1.47 -0.07 -0.54
H -1.836 -1.870 -0.766 1.48 -0.56 0.14
H 1.063 -0.559 1.599 -0.49 0.29 1.45
H 2.310 -1.420 0.734 -2.03 -0.35 -0.06
H -1.533 0.309 -1.666 0.29 0.08 1.75
H -0.293 1.576 0.880 0.11 -0.01 2.06
H -0.800 3.138 -0.514 1.55 -2.21 -0.83
```
Forces are in eV/Å.

* E_tot: -3645.46049 hartree
* max |F|: 5.30 eV/A
* ΔE to the lowest compared entry with this formula, charge and spin: 22.88 kcal/mol
* SMILES string: O[C@H]1[C@H](Br)C=CCP1Cl
* gap between HOMO and LUMO: 0.3532 Eh

=====

[4]
Entry from the OMol25 dataset: a 2-piece molecular cluster, C17H10F4NO4 overall in a non-equilibrium geometry (ωB97M-V/def2-TZVPD).

Geometry as XYZ:
```
36
Properties=species:S:1:pos:R:3:forces:R:3
F 2.826 -1.781 2.065 -0.36 0.26 -0.29
C 1.536 -1.400 2.037 0.20 0.45 0.53
C 1.148 -0.184 2.480 1.48 -0.31 0.61
F 2.030 0.653 3.063 -0.61 -0.54 -0.50
C -0.269 0.146 2.675 -0.69 2.31 0.31
O -0.649 1.272 3.010 0.56 -1.98 -0.21
C -1.201 -0.961 2.458 -0.86 -1.13 -0.34
F -2.489 -0.733 2.775 0.75 -0.12 -0.26
C -0.812 -2.134 1.912 -1.47 0.51 0.36
F -1.696 -3.114 1.658 0.52 0.62 0.11
C 0.577 -2.382 1.530 1.24 -1.19 -1.52
O 0.923 -3.337 0.825 -0.65 1.16 1.34
C 3.953 -1.592 -1.930 0.04 -0.03 -0.38
C 4.015 -0.531 -0.868 -0.45 0.11 0.31
O 2.663 -0.016 -0.713 1.08 -0.21 0.03
C 2.612 1.092 0.070 -0.41 0.59 0.50
C 1.226 1.494 0.331 1.79 -0.23 -0.58
C 0.895 2.807 0.806 -0.35 0.79 0.48
C 1.892 3.664 1.341 -0.23 -0.12 0.18
C 1.537 4.832 2.004 -0.30 -0.20 -0.33
C 0.195 5.221 2.074 -0.08 0.01 0.02
C -0.788 4.441 1.456 0.24 0.00 -0.01
C -0.450 3.254 0.817 0.39 -0.07 0.14
C 0.278 0.647 -0.221 -2.35 -1.22 -1.19
N -0.564 -0.054 -0.650 1.35 0.96 0.75
O 3.639 1.623 0.487 -0.44 -0.40 -0.33
H 4.855 -2.207 -1.892 -0.04 -0.03 -0.02
H 3.074 -2.230 -1.808 0.15 0.06 0.04
H 3.918 -1.112 -2.914 -0.13 -0.20 0.03
H 4.330 -0.940 0.102 -0.02 0.17 -0.23
H 4.693 0.287 -1.150 -0.23 -0.25 0.20
H 2.929 3.343 1.259 -0.39 0.21 0.21
H 2.319 5.427 2.475 -0.21 -0.02 -0.13
H -0.082 6.130 2.608 0.02 -0.17 -0.11
H -1.837 4.738 1.490 0.24 0.03 0.01
H -1.212 2.637 0.335 0.18 0.18 0.24
```
Forces are in eV/Å.

* E_tot: -1409.00557 hartree
* charge: -1
* max |F|: 2.90 eV/A
* ΔE to the lowest compared entry with this formula, charge and spin: 0.00 kcal/mol
* gap between HOMO and LUMO: 0.1760 Eh

=====

[5]
Entry from the OMol25 dataset: C3H3NO2 as an isolated structure in a non-equilibrium geometry (ωB97M-V/def2-TZVPD).

Geometry as XYZ:
```
9
Properties=species:S:1:pos:R:3:forces:R:3
O 0.008 1.637 -0.202 -0.05 0.07 -0.20
C 0.045 0.438 0.445 -0.04 -0.15 0.17
C -1.083 -0.592 0.269 1.26 -1.35 -1.02
O -2.055 -0.549 -0.412 0.88 -0.32 1.23
C 1.032 -0.575 -0.107 1.90 1.71 -1.00
N 1.906 -0.834 -0.826 -0.41 -0.44 0.48
H -0.049 1.462 -1.155 -0.10 0.20 0.14
H 0.270 0.607 1.503 -0.12 -0.13 -0.04
H -0.073 -1.594 0.484 -3.31 0.42 0.25
```
Forces are in eV/Å.

* E_tot: -321.22381 hartree
* max |F|: 3.35 eV/A
* ΔE to the lowest compared entry with this formula, charge and spin: 96.53 kcal/mol
* gap between HOMO and LUMO: 0.3611 Eh

=====

[6]
Entry from the OMol25 dataset: a 2-piece molecular cluster, C3H12N4 overall in a non-equilibrium geometry (ωB97M-V/def2-TZVPD).

Geometry as XYZ:
```
19
Properties=species:S:1:pos:R:3:forces:R:3
C 0.601 1.270 -0.250 -0.80 2.91 -3.04
N 0.298 0.181 -1.275 1.92 -0.50 5.79
C 1.452 -0.752 -1.392 -0.84 -1.58 -2.66
N 2.590 -0.231 -2.061 -1.14 1.53 -0.99
H -0.250 2.011 -0.191 0.60 -1.18 0.08
H 0.932 1.008 0.762 -0.15 -0.95 -0.43
H 1.382 1.881 -0.753 -0.14 -0.40 0.68
H -0.512 -0.331 -0.931 -0.93 -0.08 -1.05
H 1.056 -1.568 -2.066 0.33 0.44 0.91
H 1.693 -1.215 -0.408 -0.48 0.49 -0.19
H 2.188 0.324 -2.858 1.03 -0.91 0.46
H 3.067 0.459 -1.512 0.65 0.16 0.44
N -2.830 0.210 1.381 1.78 0.65 -0.15
C -1.751 -0.398 2.018 -0.58 -2.77 0.83
N -1.819 -1.614 2.485 0.28 1.91 -0.68
H -2.582 0.733 0.543 -0.52 0.00 0.57
H -3.705 -0.263 1.361 -0.36 -0.58 -0.08
H -0.846 0.194 2.158 -0.11 0.42 -0.24
H -0.963 -1.898 2.987 -0.53 0.44 -0.26
```
Forces are in eV/Å.

* E_tot: -340.13649 hartree
* charge: +1
* <S²>: 0.75
* max |F|: 6.12 eV/A
* ΔE to the lowest compared entry with this formula, charge and spin: 35.69 kcal/mol
* 2S+1: 2
* gap between HOMO and LUMO (spin up / spin down): 0.3445 / 0.1274 Eh

=====

[7]
Entry from the OMol25 dataset: a 2-piece molecular cluster, C20H21ClN2O5S overall in a non-equilibrium geometry (ωB97M-V/def2-TZVPD).

Geometry as XYZ:
```
50
Properties=species:S:1:pos:R:3:forces:R:3
O 2.852 -4.565 2.810 -1.75 -0.23 -1.69
N 1.964 -4.702 1.935 2.28 -2.12 0.14
O 1.953 -5.650 1.113 0.01 1.86 1.60
C 0.914 -3.737 1.872 -1.54 1.41 -0.13
C -0.089 -3.863 0.894 0.33 0.04 0.37
C -1.111 -2.918 0.829 0.20 0.10 0.26
C -1.142 -1.845 1.732 0.53 0.06 -0.29
S -2.472 -0.603 1.623 1.69 1.01 -1.09
C -1.781 0.671 0.701 1.66 -2.80 0.76
Cl -2.592 2.073 0.412 -1.49 1.82 -0.48
O -3.521 -1.278 0.890 -0.90 -0.31 0.42
O -2.700 -0.182 2.989 -0.81 -0.24 0.32
C -0.142 -1.725 2.708 -0.04 -0.25 -0.23
C 0.886 -2.665 2.781 -0.04 -0.37 -0.30
H -0.053 -4.697 0.200 0.01 0.17 0.15
H -1.883 -3.032 0.073 0.05 0.20 0.20
H -0.797 0.543 0.268 -0.20 -0.09 0.21
H -0.160 -0.904 3.420 -0.13 -0.09 -0.21
H 1.669 -2.587 3.530 -0.17 -0.01 -0.16
C -10.634 2.729 1.794 -0.51 0.09 0.02
C -9.320 1.978 1.734 -0.23 0.09 -0.39
N -8.461 2.678 0.758 1.33 0.33 0.78
C -7.197 2.980 1.066 -0.61 -0.38 -0.17
C -6.299 3.558 0.155 0.54 0.19 -0.27
C -5.134 4.197 0.534 -0.60 -0.21 0.31
C -4.273 4.891 -0.387 0.61 0.35 -0.83
C -3.455 5.961 0.054 -0.36 -0.39 0.08
C -2.714 6.715 -0.846 -0.02 -0.10 -0.16
C -2.731 6.398 -2.213 -0.29 -0.25 0.32
C -3.498 5.316 -2.664 0.05 0.04 0.11
C -4.255 4.568 -1.769 -0.12 0.20 0.46
C -9.114 3.304 -0.392 -0.45 0.03 -0.17
C -10.461 2.640 -0.607 -0.47 -0.02 -0.10
O -11.316 2.714 0.538 0.59 -0.02 -0.04
H -11.335 2.252 2.493 0.38 0.25 0.00
H -10.438 3.774 2.102 -0.17 -0.35 0.00
H -8.821 1.988 2.705 -0.06 -0.13 -0.13
H -9.505 0.941 1.409 0.26 0.32 0.13
H -6.890 2.741 2.088 0.02 0.04 -0.32
H -6.538 3.505 -0.911 -0.02 0.22 0.50
H -4.902 4.268 1.599 -0.02 0.03 -0.24
H -3.453 6.193 1.121 0.10 0.02 -0.31
H -2.120 7.554 -0.485 -0.14 -0.25 -0.11
H -2.151 6.989 -2.920 -0.12 -0.15 0.18
H -3.514 5.056 -3.723 0.07 0.08 0.30
H -4.850 3.724 -2.117 0.27 0.21 -0.03
H -9.268 4.385 -0.209 0.28 -0.42 0.05
H -8.491 3.187 -1.283 -0.23 0.00 0.10
H -11.018 3.179 -1.387 0.36 -0.36 0.01
H -10.306 1.586 -0.907 -0.17 0.37 0.07
```
Forces are in eV/Å.

* E_tot: -2118.50621 hartree
* max |F|: 3.34 eV/A
* ΔE to the lowest compared entry with this formula, charge and spin: 221.41 kcal/mol
* gap between HOMO and LUMO: 0.1046 Eh

=====

[8]
Entry from the OMol25 dataset: C42H66BrIN5O3PTi as an isolated structure (ωB97M-V/def2-TZVPD).

Geometry as XYZ:
```
120
Properties=species:S:1:pos:R:3:forces:R:3
Ti 0.102 1.146 0.197 0.35 -0.21 -0.05
C 3.347 2.002 -0.094 0.00 0.02 0.07
C 2.700 2.614 1.132 -0.03 -0.03 -0.01
N 1.507 1.867 1.661 -0.01 0.17 0.02
C 0.836 2.699 2.686 0.08 -0.04 0.02
C -0.014 3.745 1.995 -0.01 0.06 0.00
N -0.925 3.120 1.008 -0.05 -0.04 0.07
C -1.696 4.200 0.309 -0.01 0.04 -0.02
C -3.013 3.745 -0.330 0.00 0.02 0.07
C -2.935 3.282 -1.787 0.01 0.07 -0.01
N -1.753 2.453 -2.044 -0.31 -0.08 0.10
C -0.727 3.104 -2.838 0.08 -0.01 0.00
C 0.604 2.405 -2.730 -0.03 0.05 0.00
N 1.145 2.486 -1.340 -0.06 -0.05 0.00
C 2.617 2.227 -1.420 0.03 0.00 -0.05
H 3.525 0.948 0.094 0.01 -0.02 -0.02
H 4.343 2.441 -0.186 -0.02 0.03 0.01
H 2.385 3.639 0.934 0.02 0.00 -0.02
H 3.426 2.663 1.946 0.01 -0.01 -0.01
H 1.865 0.995 2.062 -0.01 -0.04 -0.02
H 1.574 3.184 3.330 0.00 0.00 -0.01
H 0.230 2.053 3.315 0.01 0.02 0.01
H 0.612 4.461 1.460 -0.02 0.01 0.00
H -0.578 4.323 2.733 0.00 -0.04 0.01
H -1.609 2.577 1.535 -0.03 0.06 -0.01
H -1.032 4.673 -0.417 -0.02 -0.02 -0.03
H -1.929 4.960 1.059 0.03 0.01 -0.01
H -3.720 4.574 -0.262 -0.01 -0.01 -0.02
H -3.442 2.952 0.289 0.01 -0.04 0.03
H -2.899 4.149 -2.450 0.03 0.01 0.01
H -3.844 2.737 -2.047 0.00 0.00 0.00
H -1.434 2.169 -1.124 0.19 0.08 -0.14
H -0.595 4.167 -2.574 -0.01 0.00 0.01
H -1.046 3.084 -3.883 0.02 0.00 -0.01
H 1.313 2.876 -3.416 -0.01 0.00 -0.02
H 0.523 1.351 -2.994 0.03 0.02 0.01
H 1.025 3.457 -1.051 0.01 -0.01 0.01
H 3.059 3.077 -1.946 0.00 -0.01 0.00
H 2.745 1.356 -2.062 -0.01 -0.02 0.03
O 2.506 -0.909 1.764 -0.01 -0.01 0.00
C 2.976 -1.628 0.621 -0.02 -0.02 0.00
C 2.177 -1.088 -0.587 0.20 0.15 -0.01
O 2.345 -1.463 -1.711 -0.07 -0.06 0.02
O 1.317 -0.108 -0.309 -0.21 0.07 0.06
C 4.481 -1.362 0.412 -0.03 0.01 0.00
C 5.239 -0.842 1.458 -0.01 0.00 0.00
C 6.604 -0.636 1.312 0.01 0.00 -0.01
C 7.231 -0.940 0.115 -0.01 0.00 0.00
C 6.482 -1.457 -0.931 -0.01 0.00 0.00
C 5.120 -1.670 -0.787 0.02 -0.01 0.01
C 2.713 -3.134 0.793 0.02 -0.01 0.01
C 2.387 -3.653 2.043 -0.02 0.02 0.00
C 2.171 -5.013 2.216 0.00 -0.02 -0.02
C 2.273 -5.877 1.138 0.00 0.00 0.01
C 2.603 -5.369 -0.110 0.01 0.02 -0.01
C 2.826 -4.011 -0.282 -0.01 -0.03 -0.01
H 2.936 -1.299 2.534 0.01 0.01 0.00
H 4.787 -0.582 2.406 0.01 0.00 0.01
H 7.177 -0.240 2.140 0.00 0.00 0.01
H 8.294 -0.782 0.000 0.00 0.00 0.00
H 6.962 -1.704 -1.869 0.00 0.00 -0.01
H 4.561 -2.073 -1.617 -0.01 0.00 0.00
H 2.273 -3.021 2.915 0.01 0.01 -0.01
H 1.928 -5.395 3.199 0.00 0.00 0.01
H 2.107 -6.938 1.269 0.00 0.00 0.00
H 2.696 -6.032 -0.960 0.00 -0.01 0.00
H 3.075 -3.641 -1.265 -0.01 0.01 0.00
Br -3.361 1.203 -5.099 0.03 0.00 -0.01
C -1.612 1.115 -5.821 -0.07 0.00 0.04
C -1.326 1.928 -6.910 0.02 0.00 0.00
C -0.063 1.904 -7.479 0.01 0.00 0.00
C 0.917 1.069 -6.962 0.00 0.01 -0.01
C 0.633 0.257 -5.877 -0.02 -0.03 0.03
C -0.635 0.273 -5.303 0.02 0.11 0.03
I -0.975 -0.968 -3.664 -0.03 -0.17 -0.03
H -2.099 2.569 -7.312 -0.01 0.00 0.00
H 0.150 2.534 -8.331 0.00 0.00 0.00
H 1.902 1.040 -7.408 0.00 0.00 -0.01
H 1.390 -0.404 -5.476 0.00 -0.01 0.00
C -1.707 0.248 3.928 -0.02 0.01 0.00
C -1.848 -1.121 3.240 -0.04 -0.07 0.08
C -2.879 -1.934 4.037 0.01 -0.01 0.01
C -0.479 -1.815 3.326 0.01 0.05 -0.05
P -2.276 -0.912 1.428 0.12 0.05 -0.14
N -1.216 0.230 0.867 -0.10 -0.06 0.06
C -2.009 -2.510 0.489 -0.05 -0.07 0.00
C -2.793 -2.503 -0.827 -0.04 0.06 0.01
C -2.431 -3.761 1.275 0.02 0.01 0.02
C -0.530 -2.621 0.099 0.00 -0.01 -0.02
C -4.018 -0.270 1.212 -0.07 -0.04 0.03
C -4.211 0.290 -0.210 0.01 0.03 0.04
C -5.085 -1.350 1.499 0.06 -0.02 -0.07
C -4.249 0.878 2.208 0.04 0.00 0.05
H -1.044 0.132 4.787 0.00 0.00 0.00
H -2.651 0.631 4.303 -0.02 0.00 0.00
H -1.274 0.991 3.264 -0.02 -0.01 -0.03
H -2.521 -1.997 5.066 0.01 -0.01 0.00
H -3.005 -2.951 3.674 0.00 0.01 0.00
H -3.853 -1.449 4.068 0.01 0.00 0.02
H -0.200 -1.865 4.380 0.02 0.01 0.01
H 0.293 -1.259 2.789 -0.02 -0.01 0.04
H -0.489 -2.833 2.946 0.04 0.04 0.02
H -3.861 -2.644 -0.687 -0.05 0.00 0.02
H -2.430 -3.339 -1.428 -0.01 0.00 -0.01
H -2.627 -1.590 -1.393 0.01 0.05 -0.07
H -3.474 -3.741 1.582 -0.04 0.03 0.00
H -1.806 -3.953 2.144 -0.06 -0.03 -0.04
H -2.311 -4.613 0.602 -0.01 0.00 -0.01
H -0.301 -1.934 -0.713 0.02 0.02 -0.01
H -0.352 -3.635 -0.267 -0.01 -0.01 0.01
H 0.165 -2.444 0.913 0.00 0.02 0.04
H -4.421 -0.481 -0.941 0.01 -0.08 -0.03
H -3.349 0.856 -0.562 0.02 -0.01 0.00
H -5.073 0.961 -0.195 0.00 0.00 -0.02
H -5.330 -1.927 0.611 0.04 -0.04 -0.01
H -6.002 -0.856 1.824 -0.02 0.02 -0.06
H -4.808 -2.044 2.288 0.00 0.02 0.02
H -3.453 1.624 2.204 0.02 0.02 -0.02
H -4.374 0.515 3.225 0.01 0.01 0.01
H -5.177 1.380 1.931 0.01 0.01 0.00
```
Forces are in eV/Å.

* E_tot: -6201.68614 hartree
* charge: +2
* max |F|: 0.41 eV/A
* ΔE to the lowest compared entry with this formula, charge and spin: 48.92 kcal/mol
* gap between HOMO and LUMO: 0.2594 Eh

=====

Question: What is the formula in the second record?
Answer: C6H12N2

=====

Question: Among the records above, which one has the lowest ΔE to the lowest compared entry with this formula, charge and spin?
Answer: C17H10F4NO4

=====

Question: Look up the ΔE to the lowest compared entry with this formula, charge and spin of the eighth one.
Answer: 48.92 kcal/mol

=====

Question: Among the records above, which one has the highest E_tot?
Answer: C4H8NO